The ion C2H8N3 with charge +1. Source: OMol25; level of theory: the ωB97M-V functional and the def2-TZVPD basis.

Structure (XYZ):
```
13
Properties=species:S:1:pos:R:3:forces:R:3
N 0.581 -1.256 0.253 -0.204 -0.185 1.409
N -0.432 0.723 -0.443 -0.272 -0.550 1.571
N 1.497 0.720 0.910 -0.067 -0.883 0.441
C 0.809 0.003 -0.185 0.092 1.368 -2.286
C -1.649 -0.067 -0.635 -0.209 -0.451 -0.546
H -2.414 0.562 -1.077 0.007 0.198 -0.004
H 2.195 0.139 1.372 0.228 0.247 -0.039
H -0.639 1.310 0.364 0.103 0.597 -0.416
H 1.424 0.105 -1.084 0.132 -0.273 -0.052
H -2.032 -0.483 0.302 0.084 0.069 -0.039
H -1.458 -0.914 -1.297 0.036 0.036 -0.058
H 0.869 1.114 1.607 -0.117 -0.256 0.139
H 1.249 -1.957 -0.090 0.187 0.081 -0.121
```
Positions in Å, forces in eV/Å.

The HOMO energy comes out at -15.227 eV. The energy relative to the best compared isomer or geometry (same formula, charge and spin) comes out at 6.3733 eV. The calculation puts the LUMO energy at -8.88 eV. The net charge is +1. The gap between HOMO and LUMO is 6.35 eV.

The net atomic charges from natural (NBO), expressed in e, are:
1 N -0.1832
2 N -0.3924
3 N -0.5727
4 C 0.1081
5 C -0.4455
6 H 0.2466
7 H 0.4117
8 H 0.3775
9 H 0.2243
10 H 0.2294
11 H 0.2229
12 H 0.4007
13 H 0.3724


An isolated molecule of C3H7NO2. Source: OMol25; level of theory: the ωB97M-V functional and the def2-TZVPD basis.

Structure (XYZ):
```
13
Properties=species:S:1:pos:R:3:forces:R:3
O -1.173 1.713 -1.032 -1.731 -1.674 -0.990
O 0.489 2.488 0.055 1.460 2.675 1.312
N 0.240 -2.072 0.569 0.102 2.046 -1.390
C -0.446 -0.801 0.175 -0.190 -2.155 -0.406
C 0.582 0.171 -0.425 -2.955 -0.906 1.404
C -0.155 1.433 -0.481 0.603 4.223 -0.206
H -0.344 -2.857 0.447 -0.584 -0.850 0.280
H -1.129 -1.110 -0.624 -0.399 0.417 0.501
H 0.631 -1.984 1.470 0.283 -0.361 1.076
H 1.327 -0.032 0.264 2.264 1.128 0.967
H 0.103 3.458 -0.063 0.397 -3.590 -0.065
H 0.841 -0.062 -1.403 0.597 -0.809 -1.682
H -0.968 -0.345 1.049 0.154 -0.146 -0.802
```
Positions in Å, forces in eV/Å.

The HOMO energy comes out at -9.568 eV. The energy relative to the best compared isomer or geometry (same formula, charge and spin) comes out at 1.6219 eV. As for the SMILES: NCCC(=O)O. The calculation puts the LUMO energy at 0.77 eV. The net charge is 0. The gap between HOMO and LUMO is 10.34 eV.

The net atomic charges from natural (NBO), expressed in e, are:
1 O -0.5930
2 O -0.7193
3 N -0.8538
4 C -0.1959
5 C -0.5295
6 C 0.7979
7 H 0.3674
8 H 0.2042
9 H 0.3544
10 H 0.2373
11 H 0.5089
12 H 0.2422
13 H 0.1794